Entry 1:
ORCA calculation (the ωB97M-V functional and the def2-TZVPD basis) on a cluster of 2 separate species, C4H13N2O2 in total at a distorted geometry.

Bonds (Å) are listed after each position.
Atoms and positions in Å:
1 O 1.46550 0.93512 0.81967  C5 1.204
2 O 0.25530 -1.02804 3.30496  H14 0.969, H20 0.964
3 N -0.61295 -0.90458 0.72622  C6 1.496, C8 1.484, H12 1.015, H17 1.022
4 N 1.23779 1.62975 -1.27983  C5 1.410, C7 1.395, H16 1.029
5 C 1.00501 0.68157 -0.26315  O1 1.204, N4 1.410, C8 1.543
6 C -2.08500 -0.80344 0.47768  N3 1.496, H10 1.077, H11 1.092, H15 1.082
7 C 0.98594 1.47297 -2.64301  N4 1.395, H9 1.108, H18 1.103, H19 1.093
8 C 0.23322 -0.63965 -0.46328  N3 1.484, C5 1.543, H13 1.078, H21 1.081
9 H 0.86635 2.46335 -3.12462  C7 1.108
10 H -2.34824 -1.47836 -0.31919  C6 1.077
11 H -2.37034 0.21850 0.22076  C6 1.092
12 H -0.38891 -1.85240 1.01194  N3 1.015
13 H -0.38551 -0.56390 -1.34237  C8 1.078
14 H 0.99340 -1.08603 3.92946  O2 0.969
15 H -2.63989 -0.97365 1.39070  C6 1.082
16 H 1.84560 2.40282 -0.97807  N4 1.029
17 H -0.35778 -0.27505 1.48916  N3 1.022
18 H 1.73012 1.01804 -3.31862  C7 1.103
19 H 0.07649 0.90332 -2.84960  C7 1.093
20 H -0.52741 -0.75063 3.79493  O2 0.964
21 H 1.02130 -1.36970 -0.58374  C8 1.081

The calculation puts the energy relative to the best compared isomer or geometry (same formula, charge and spin) at 0.740 eV. Its total charge is +2. Its multiplicity is 2. Its frontier orbital gap (alpha / beta) is 0.391 / 0.213 Ha. The value obtained for the LUMO energy (alpha / beta) is -0.2994 / -0.4773 Eh. The calculated total energy comes out at -419.47565 a.u. Its expectation value of S² is 0.770.

Löwdin atomic charge list, values in e, 8 entries: 0.250, -0.038, 0.020, 0.228, -0.311, 0.044, 0.027, 0.002



Entry 2:
ORCA calculation (the ωB97M-V functional and the def2-TZVPD basis) on a cluster of 2 separate species, C4H13N2O2P in total at a distorted geometry.

Bonds (Å) are listed after each position.
Atoms and positions in Å:
1 P 1.50400 -1.10530 -0.34311  O2 1.468, N4 1.625, N5 1.576
2 O 1.85434 -1.20646 -1.76560  P1 1.468
3 O -1.60686 -1.08009 1.12129  C6 1.417, H13 0.992
4 N 1.52504 0.43466 0.17499  P1 1.625, C7 1.449, C9 1.488
5 N 1.19808 -2.21246 0.73540  P1 1.576, H18 1.047
6 C -1.56648 -1.33270 -0.27196  O3 1.417, C8 1.531, H11 1.070, H14 1.164
7 C 1.51897 0.62896 1.61040  N4 1.449, H16 1.053, H20 1.152, H21 1.054
8 C -2.70575 -0.54721 -0.92769  C6 1.531, H12 1.118, H19 1.121, H22 1.118
9 C 2.17181 1.35442 -0.79929  N4 1.488, H10 1.098, H15 1.067, H17 1.076
10 H 3.01913 0.77515 -1.18889  C9 1.098
11 H -1.80374 -2.34210 -0.53436  C6 1.070
12 H -3.60752 -1.20762 -0.95749  C8 1.118
13 H -0.89367 -1.55675 1.61895  O3 0.992
14 H -0.50799 -1.10878 -0.70259  C6 1.164
15 H 1.47681 1.59506 -1.57215  C9 1.067
16 H 0.99354 1.49540 1.89700  C7 1.053
17 H 2.27651 2.32631 -0.34864  C9 1.076
18 H 0.98903 -3.06394 0.16328  N5 1.047
19 H -2.27179 -0.31463 -1.93486  C8 1.121
20 H 0.95393 -0.28162 2.03224  C7 1.152
21 H 2.53792 0.76498 1.84225  C7 1.054
22 H -3.17297 0.30369 -0.37358  C8 1.118

The calculation puts the energy relative to the best compared isomer or geometry (same formula, charge and spin) at 1.779 eV. Its multiplicity is 1. Its frontier orbital gap is 0.385 Ha. The value obtained for the LUMO energy is 0.0220 Eh. The calculated total energy comes out at -761.51421 a.u.

Löwdin atomic charge list, values in e, 8 entries: 0.542, -0.300, -0.103, -0.327, -0.177, -0.353, -0.097, -0.084